# 1
C10H23AlFLuO | ωB97M-V/def2-TZVPD

Structure (XYZ):
```
37
Properties=species:S:1:pos:R:3
C 5.51 -1.19 0.69
C 4.32 -0.40 1.15
O 3.69 0.33 0.04
C 2.44 -0.24 -0.36
C 1.66 0.74 -1.31
C 0.16 0.72 -1.06
C -0.24 1.72 0.04
C -1.25 1.21 1.03
Al -3.17 1.52 0.39
C -4.23 -0.22 0.96
C -4.24 -0.76 -0.42
C -3.73 -2.20 -0.40
F -3.82 -2.70 -1.66
H 5.23 -2.08 0.13
H 6.03 -1.54 1.57
H 6.20 -0.58 0.12
H 4.63 0.37 1.85
H 3.59 -1.02 1.63
H 2.65 -1.20 -0.90
H 1.81 -0.43 0.50
H 2.05 1.78 -1.20
H 1.80 0.45 -2.42
H -0.16 -0.28 -0.82
H -0.30 1.00 -1.99
H 0.65 2.02 0.60
H -0.59 2.63 -0.44
H -1.28 1.85 1.92
H -1.05 0.20 1.37
H -3.16 1.84 -1.18
H -4.03 2.66 1.16
H -5.18 0.14 1.34
H -3.70 -0.79 1.71
H -3.61 -0.18 -1.12
H -5.25 -0.69 -0.81
H -2.70 -2.24 -0.07
H -4.34 -2.79 0.27
Lu 3.61 0.34 -2.29
```

Results
Charge: +2
Frontier orbital gap: 1.976 eV
LUMO: -0.3937 Ha
E_tot: -2046.94247 a.u.
Spin multiplicity: 1

***

# 2
C27H34N3O2PdSSbSe3Te | ωB97M-V/def2-TZVPD

Structure (XYZ):
```
73
Properties=species:S:1:pos:R:3
Pd -2.22 0.85 0.76
Se -4.17 -0.68 1.54
Se -3.79 -1.12 3.70
Te -1.86 0.52 4.31
Se -2.36 2.36 2.82
N -3.45 2.38 -0.39
C -2.52 3.43 -0.86
C -1.68 2.90 -2.01
C -1.00 1.58 -1.68
O -0.96 0.69 -2.53
O -0.50 1.49 -0.49
H -4.00 2.03 -1.17
H -4.11 2.77 0.28
H -1.88 3.71 -0.03
H -3.07 4.32 -1.18
H -0.91 3.63 -2.26
H -2.29 2.77 -2.91
C -2.97 -1.98 -3.92
C -3.36 -1.44 -2.52
N -2.85 -2.32 -1.48
C -1.39 -2.27 -1.45
C -0.81 -2.50 -2.86
N -1.93 -3.05 -3.70
C -2.55 -4.23 -3.02
C -3.27 -3.70 -1.75
H -2.52 -1.21 -4.55
H -3.80 -2.44 -4.45
H -4.45 -1.38 -2.45
H -2.94 -0.45 -2.38
H -1.03 -3.03 -0.75
H -1.05 -1.30 -1.09
H 0.01 -3.21 -2.89
H -0.51 -1.55 -3.31
H -1.56 -3.34 -4.60
H -1.74 -4.92 -2.78
H -3.23 -4.71 -3.72
H -3.03 -4.33 -0.90
H -4.35 -3.72 -1.89
S -0.70 -0.75 1.80
Sb 1.37 0.36 1.51
C 1.43 2.45 1.63
C 1.68 3.22 0.50
C 1.80 4.60 0.64
C 1.65 5.19 1.89
C 1.40 4.41 3.01
C 1.30 3.03 2.88
C 2.42 -0.24 3.22
C 3.50 0.52 3.66
C 4.23 0.11 4.77
C 3.88 -1.06 5.44
C 2.81 -1.82 4.99
C 2.07 -1.42 3.89
C 2.42 -0.48 -0.10
C 3.61 -1.14 0.22
C 4.36 -1.72 -0.80
C 3.93 -1.64 -2.12
C 2.74 -0.98 -2.42
C 1.97 -0.41 -1.42
H 1.79 2.76 -0.47
H 2.01 5.21 -0.23
H 1.74 6.26 1.99
H 1.31 4.87 3.99
H 1.14 2.42 3.77
H 3.78 1.44 3.16
H 5.06 0.70 5.12
H 4.44 -1.37 6.30
H 2.54 -2.73 5.51
H 1.24 -2.02 3.54
H 3.96 -1.21 1.24
H 5.28 -2.22 -0.56
H 4.52 -2.08 -2.91
H 2.41 -0.91 -3.45
H 1.05 0.10 -1.66
```

Results
Charge: +2
Expectation value of S²: 6.0205
Frontier orbital gap (alpha / beta): 6.907 / 5.957 eV
LUMO (alpha / beta): -0.2177 / -0.2784 Ha
E_tot: -9602.12671 a.u.
Spin multiplicity: 5

***

# 3
C7H14 | ωB97M-V/def2-TZVPD

Structure (XYZ):
```
21
Properties=species:S:1:pos:R:3
C -0.65 -1.72 1.16
C 0.61 -1.51 0.78
C 1.07 -1.15 -0.62
C 0.18 -0.24 -1.47
C 0.17 1.26 -1.12
C -0.61 1.70 0.10
C -1.74 1.17 0.55
H -0.90 -1.95 2.19
H -1.48 -1.64 0.46
H 1.39 -1.61 1.53
H 1.53 0.54 1.63
H 2.07 -0.70 -0.56
H 1.21 -2.09 -1.17
H 0.54 -0.31 -2.50
H -0.85 -0.62 -1.50
H 1.20 1.60 -1.02
H -0.24 1.81 -1.98
H 1.33 1.24 1.49
H -0.20 2.56 0.64
H -2.22 1.54 1.45
H -2.22 0.33 0.06
```

Results
Frontier orbital gap: 10.208 eV
SMILES string: C=CCCCC=C.[H][H]
LUMO: 0.0452 Ha
E_tot: -275.01610 a.u.
Spin multiplicity: 1

***

# 4
C2H4NO2S | ωB97M-V/def2-TZVPD

Structure (XYZ):
```
10
Properties=species:S:1:pos:R:3
C -0.74 -1.81 -1.40
C 0.58 0.58 1.41
N -0.22 -1.09 -0.72
O 1.47 1.01 -1.03
O -1.68 1.28 -1.11
S 0.28 0.77 -0.33
H -1.45 -2.60 -1.85
H 1.19 -0.34 1.44
H 0.93 1.61 1.79
H -0.36 0.60 1.79
```

Results
Charge: +1
Frontier orbital gap (alpha / beta): 9.217 / 8.977 eV
LUMO (alpha / beta): -0.2358 / -0.2413 Ha
E_tot: -681.45765 a.u.
Spin multiplicity: 1

***

# 5
C2H5NS2 | ωB97M-V/def2-TZVPD

Structure (XYZ):
```
10
Properties=species:S:1:pos:R:3
C -0.80 0.01 0.07
C 0.62 -0.37 0.72
H -1.71 1.62 -0.71
H -0.25 1.79 0.01
H 0.90 0.53 1.25
H 0.50 -1.30 1.35
H 1.48 -1.62 -1.37
N -0.79 1.21 -0.56
S -1.88 -1.21 -0.30
S 1.93 -0.66 -0.47
```

Results
Frontier orbital gap: 8.688 eV
SMILES string: NC(=S)CS
LUMO: 0.0029 Ha
E_tot: -930.30490 a.u.
Spin multiplicity: 1

***

# 6
C14H26HfNOP | ωB97M-V/def2-TZVPD

Structure (XYZ):
```
44
Properties=species:S:1:pos:R:3
C 3.60 3.17 0.87
C 2.58 3.02 1.81
C 1.60 2.02 1.62
C 1.70 1.14 0.53
C 2.68 1.37 -0.45
C 3.66 2.35 -0.25
C 0.51 1.90 2.66
C -0.95 2.20 2.26
N -1.31 1.87 0.84
Hf -0.13 -0.09 0.19
C 2.66 0.60 -1.76
P 0.95 0.35 -2.38
H 2.53 3.65 2.70
H 4.45 2.47 -1.00
H 4.36 3.95 1.03
H 3.11 -0.40 -1.68
H 3.19 1.16 -2.55
H 0.52 0.90 3.13
H 0.73 2.61 3.47
H -1.65 1.64 2.91
C 0.89 -0.82 -3.75
C 0.54 1.97 -3.08
H -1.19 3.27 2.41
C -1.04 3.04 -0.03
C -2.74 1.52 0.74
H 0.37 -0.94 -1.32
H -1.67 3.88 0.31
H 0.01 3.34 0.04
H -1.29 2.80 -1.07
H -3.35 2.43 0.88
H -2.95 1.09 -0.25
H -3.01 0.80 1.52
H 1.11 2.10 -4.01
H -0.53 2.01 -3.31
H 0.80 2.78 -2.40
H 1.46 -0.46 -4.61
H 1.26 -1.79 -3.40
H -0.18 -0.93 -4.02
H -0.62 0.01 -1.52
C -1.13 -3.15 0.88
O -0.62 -1.85 0.66
H -2.22 -3.15 0.76
H -0.88 -3.48 1.89
H -0.71 -3.87 0.16
```

Results
Charge: +2
Frontier orbital gap: 6.101 eV
LUMO: -0.3408 Ha
E_tot: -1067.72091 a.u.
Spin multiplicity: 1